{
  "formula": "C41H38AsN2O10P2PbS2",
  "method": "wB97M-V/def2-TZVPD",
  "homo_energy_ev": -10.48,
  "e_above_lowest_kj_mol": 79.1,
  "total_charge": 1,
  "e_tot_ha": -6354.600329,
  "lumo_ev": -2.9734,
  "orbital_gap_ev": 7.507,
  "elements": ["Pb", "C", "S", "C", "C", "C", "N", "P", "C", "C", "C", "C", "C", "C", "C", "C", "C", "C", "C", "C", "P", "C", "C", "C", "C", "C", "C", "C", "C", "C", "C", "C", "C", "H", "H", "H", "H", "H", "H", "H", "H", "H", "H", "H", "H", "H", "H", "H", "H", "H", "H", "H", "H", "H", "H", "H", "H", "H", "H", "H", "H", "H", "O", "As", "O", "O", "C", "C", "C", "C", "C", "C", "S", "O", "O", "O", "H", "H", "H", "H", "H", "O", "C", "O", "C", "C", "C", "C", "C", "C", "N", "O", "O", "H", "H", "H", "H"],
  "coordinates": [[2.13194, -0.78336, -0.45729], [-1.40882, 6.24036, -1.90825], [0.04451, 6.07378, -0.85348], [-0.66816, 5.14615, 0.53191], [-1.30480, 3.80989, 0.16302], [-0.35796, 2.95290, -0.66289], [-0.86217, 1.58994, -0.94691], [-0.39177, 0.36433, 0.13064], [-0.48813, 1.05019, 1.80883], [0.51174, 1.89843, 2.28781], [0.42292, 2.43413, 3.56170], [-0.64830, 2.10558, 4.38119], [-1.63863, 1.25080, 3.91903], [-1.56575, 0.72909, 2.63629], [-1.67466, -0.90231, 0.08046], [-1.43436, -2.07143, 0.80121], [-2.40727, -3.05481, 0.87866], [-3.62080, -2.87602, 0.22977], [-3.86614, -1.71053, -0.48274], [-2.89991, -0.71967, -0.55400], [-0.94967, 1.03934, -2.60873], [-1.92794, 2.39574, -3.33650], [-3.07899, 2.81085, -2.66224], [-3.94797, 3.72244, -3.23936], [-3.69128, 4.22033, -4.50970], [-2.56926, 3.79094, -5.20114], [-1.69571, 2.87943, -4.62290], [0.75600, 1.34510, -3.23513], [1.53837, 0.20355, -3.44664], [2.84557, 0.29072, -3.91446], [3.38872, 1.53439, -4.19136], [2.63716, 2.68481, -3.99358], [1.33799, 2.58314, -3.52467], [-1.13570, 6.91650, -2.71614], [-2.23881, 6.67954, -1.35502], [-1.71800, 5.28822, -2.33989], [-1.39316, 5.77686, 1.04833], [0.16883, 4.98996, 1.21719], [-2.21896, 3.97540, -0.40958], [-1.59800, 3.29722, 1.08143], [0.63059, 2.91298, -0.19141], [-0.19270, 3.44936, -1.61387], [1.37598, 2.12979, 1.68061], [1.20153, 3.09418, 3.92094], [-0.71008, 2.51392, 5.38168], [-2.47377, 0.99015, 4.55567], [-2.34681, 0.06895, 2.28522], [-0.49987, -2.21262, 1.32981], [-2.20551, -3.95100, 1.44891], [-4.38074, -3.64429, 0.28395], [-4.81441, -1.56843, -0.98337], [-3.10588, 0.18858, -1.10155], [-3.29270, 2.42200, -1.67383], [-4.83057, 4.03995, -2.69937], [-4.37002, 4.93061, -4.96243], [-2.37163, 4.16113, -6.19842], [-0.83763, 2.53996, -5.18763], [1.53586, -1.74449, -3.42665], [3.42212, -0.61457, -4.06964], [4.40265, 1.60283, -4.56250], [3.05904, 3.65698, -4.20764], [0.76102, 3.48993, -3.39871], [3.00113, -4.17813, 1.32539], [1.39570, -4.64649, 0.91225], [0.28486, -4.54515, 2.06143], [1.05262, -3.51001, -0.49940], [1.60828, -6.13011, -0.24830], [1.87244, -7.43650, 0.13189], [1.98459, -8.39993, -0.85984], [1.82680, -8.06249, -2.19966], [1.55188, -6.75681, -2.57796], [1.44797, -5.79980, -1.58331], [1.06693, -4.12049, -1.96638], [2.17315, -3.51054, -2.65597], [-0.23172, -4.01918, -2.53205], [0.99112, -1.00653, -3.11006], [2.94348, -3.39847, 1.90580], [1.98554, -7.70078, 1.17474], [2.19219, -9.42503, -0.58612], [1.91361, -8.82813, -2.95814], [1.41667, -6.49163, -3.61781], [2.92437, 0.18549, 1.62289], [2.35124, -0.70905, 2.28740], [1.83198, -1.71713, 1.68997], [2.20495, -0.59592, 3.75722], [3.05844, 0.22910, 4.48519], [2.87386, 0.38717, 5.84848], [1.80954, -0.23941, 6.48180], [0.96487, -1.03532, 5.72960], [1.15235, -1.25313, 4.37969], [-0.20170, -1.66042, 6.38643], [-0.94814, -2.31375, 5.68908], [-0.34307, -1.46360, 7.57406], [3.86006, 0.74121, 3.96976], [3.54552, 1.01256, 6.41988], [1.62136, -0.11518, 7.53819], [0.47797, -1.89426, 3.82920]],
  "atomic_forces_ev_per_a": [[-0.022, 0.017, 0.047], [-0.008, 0.008, 0.014], [0.000, -0.008, -0.004], [0.005, 0.002, 0.003], [0.006, -0.004, 0.007], [0.002, 0.004, -0.003], [0.052, 0.013, -0.003], [-0.077, -0.023, -0.086], [-0.001, -0.003, -0.011], [0.004, -0.019, -0.009], [0.029, -0.013, 0.020], [-0.007, 0.008, 0.001], [-0.009, 0.007, 0.012], [0.014, -0.014, 0.007], [-0.012, -0.009, 0.039], [0.003, 0.034, -0.025], [0.005, -0.003, 0.000], [0.002, -0.007, 0.007], [-0.004, 0.005, 0.003], [-0.001, 0.000, 0.011], [0.022, -0.008, 0.017], [-0.036, -0.012, 0.043], [0.027, 0.009, 0.013], [-0.014, -0.005, -0.013], [-0.005, 0.005, 0.003], [0.014, -0.009, 0.003], [0.024, -0.002, 0.021], [-0.024, 0.000, 0.015], [0.012, 0.000, -0.005], [-0.005, -0.005, -0.006], [0.001, -0.008, 0.005], [-0.015, 0.008, 0.006], [-0.013, 0.015, -0.020], [0.003, 0.001, -0.005], [-0.005, 0.005, 0.002], [0.005, -0.005, -0.005], [-0.001, 0.004, -0.004], [-0.003, 0.002, 0.001], [0.007, 0.010, 0.003], [0.002, -0.004, -0.005], [0.010, 0.003, 0.003], [-0.032, 0.000, -0.006], [0.006, 0.008, -0.008], [0.005, 0.003, 0.004], [0.002, 0.001, 0.003], [-0.001, -0.008, -0.001], [-0.009, -0.005, 0.000], [0.011, -0.007, 0.013], [0.010, -0.012, 0.008], [-0.001, -0.003, 0.000], [-0.005, 0.000, -0.003], [0.001, 0.012, -0.001], [-0.008, 0.003, -0.011], [-0.003, 0.001, 0.003], [-0.001, 0.005, -0.001], [0.003, 0.002, -0.002], [0.049, 0.003, 0.001], [0.011, -0.029, 0.009], [0.002, -0.003, 0.000], [0.003, 0.001, -0.003], [0.001, 0.002, -0.003], [-0.025, 0.013, -0.015], [0.041, -0.070, -0.013], [0.061, -0.036, 0.001], [-0.071, 0.006, 0.020], [0.035, 0.008, -0.018], [-0.005, -0.004, 0.031], [-0.003, -0.007, 0.002], [0.000, 0.009, 0.014], [-0.001, 0.013, -0.006], [-0.003, -0.001, -0.018], [0.001, 0.020, 0.014], [0.004, 0.027, -0.086], [-0.002, -0.013, 0.015], [-0.009, -0.033, 0.029], [0.015, -0.001, -0.025], [-0.036, 0.009, -0.009], [0.000, 0.001, -0.003], [0.002, -0.004, 0.002], [-0.001, -0.001, -0.005], [0.000, 0.001, -0.004], [0.058, 0.087, -0.072], [-0.034, -0.017, 0.022], [-0.054, -0.023, 0.019], [0.023, 0.029, 0.055], [-0.001, -0.001, -0.036], [-0.009, 0.013, 0.005], [-0.021, -0.001, -0.007], [0.040, -0.010, -0.015], [-0.029, 0.016, -0.009], [-0.002, 0.028, 0.000], [-0.018, -0.014, -0.009], [-0.003, -0.012, 0.017], [0.006, 0.006, 0.007], [0.004, -0.003, 0.001], [0.003, 0.000, 0.000], [0.002, -0.006, -0.003]],
  "mulliken_charge": [1.2823, -0.3957, -0.1670, -1.1422, -0.2397, -0.3280, 0.4775, -0.5798, 0.9945, 0.1589, -1.0964, -0.7170, -1.0325, -0.5784, 0.8488, 0.1823, -0.9124, -0.8326, -0.7249, -0.5117, -0.1115, 1.2928, -0.6347, -0.7670, -0.6315, -0.7515, -0.6322, 1.0215, -0.4404, -0.5473, -0.6542, -0.9939, 0.2538, 0.4026, 0.3166, -0.2088, 0.5809, 0.3305, 0.5237, -0.0656, 0.2363, 0.1558, 0.4504, 0.5492, 0.4483, 0.4672, 0.5281, 0.1704, 0.6048, 0.4041, 0.4731, 0.3784, 0.2531, 0.4057, 0.4079, 0.4447, 0.4881, 0.2337, 0.5689, 0.4238, 0.4711, 0.4094, -0.6532, 1.5056, -0.6381, 0.0936, -0.0474, -1.0807, -0.5830, -0.7458, -0.5948, 0.3955, 1.6363, -0.7607, -0.6599, -0.3004, 0.4074, 0.5018, 0.4212, 0.4144, 0.5121, -0.8919, 0.2727, -0.4890, 0.6704, -0.7070, -0.6806, -0.5978, -0.4134, -0.0512, 1.1281, -0.6058, -0.6300, 0.5082, 0.4339, 0.5431, 0.7445]
}